{
  "formula": "CH4N4",
  "method": "ωB97M-V/def2-TZVPD",
  "symbols": ["C", "N", "N", "N", "N", "H", "H", "H", "H"],
  "coordinates": [[-1.00329, -0.39223, 0.44806], [0.07721, 0.12328, 0.03208], [2.25996, -0.48493, -0.26322], [1.31897, 0.25928, 0.24824], [-2.15722, -0.19515, -0.17166], [3.16807, -0.04486, -0.14543], [1.55963, 1.13782, 0.74845], [-2.97273, -0.66695, 0.17659], [-2.25059, 0.26374, -1.07311]],
  "forces_ev_per_angstrom": [[0.241, -0.871, 1.209], [-0.066, 0.662, -1.073], [-0.805, -0.414, -0.133], [1.070, 0.631, 0.423], [-0.350, 0.203, -0.595], [-0.233, 0.383, 0.360], [-0.092, -0.642, -0.333], [0.151, 0.038, 0.005], [0.084, 0.011, 0.137]],
  "nbo_charge": [0.202, -0.323, -0.508, -0.017, -0.801, 0.319, 0.363, 0.396, 0.370],
  "orbital_gap_ev": [7.49, 7.90],
  "relative_energy_kcal_mol": 124.2,
  "lumo_energy_ev": [0.16, 0.59],
  "max_force_ev_per_a": 1.5,
  "e_tot_ev": -7057.5973,
  "multiplicity": 1,
  "mol_weight_g_mol": 72.07,
  "homo_ev": [-7.34, -7.31]
}


{
  "formula": "CH4N4",
  "method": "ωB97M-V/def2-TZVPD",
  "symbols": ["H", "N", "N", "N", "H", "H", "C", "N", "H"],
  "coordinates": [[-0.30924, 1.37483, -0.50771], [-0.21100, 0.34911, -0.47369], [-0.98275, -0.18418, 0.31849], [-1.76674, 0.43358, 1.20626], [-2.06631, 1.35346, 1.24063], [-2.43146, -0.13601, 1.72691], [2.53875, -1.00199, -1.15337], [3.65963, -0.86199, -1.24710], [1.56911, -1.32680, -1.11042]],
  "forces_ev_per_angstrom": [[0.091, 0.316, 0.265], [-0.415, 0.750, -0.372], [-0.291, -1.527, 0.897], [-0.286, -1.774, 0.585], [0.092, 2.637, -0.750], [0.770, -0.417, -0.619], [0.558, -0.396, -0.130], [1.498, 0.559, -0.055], [-2.017, -0.147, 0.179]],
  "nbo_charge": [0.276, -0.415, 0.037, -0.629, 0.354, 0.383, 0.089, -0.327, 0.231],
  "orbital_gap_ev": 10.87,
  "relative_energy_kcal_mol": 85.4,
  "lumo_energy_ev": 0.84,
  "max_force_ev_per_a": 2.7,
  "e_tot_ev": -7059.2817,
  "multiplicity": 1,
  "mol_weight_g_mol": 72.07,
  "homo_ev": -10.03
}